C8H9NO in the gas phase. Source: the OMol25 dataset; level of theory: ωB97M-V/def2-TZVPD.

* gap between HOMO and LUMO (spin up / spin down): 7.17 / 7.16 eV
* charge: 0
* relative energy (zero: lowest compared OMol25 entry of this formula, charge and spin): 653.1 kJ/mol

Last column: Löwdin charge in e.
Element x y z (Å)
O 2.584 0.371 -1.236  0.02
N -2.370 0.954 0.051  0.03
C 0.526 -1.153 0.107  -0.05
C -2.893 -0.209 -0.427  -0.11
C 1.830 -0.601 0.756  -0.19
C 2.405 0.604 0.081  -0.11
C -1.930 -1.137 -0.531  -0.05
C -0.669 -0.567 -0.109  -0.21
C -0.987 0.864 0.164  -0.35
C -0.044 1.780 0.172  0.14
H 2.538 -0.545 -1.499  0.10
H -2.204 -2.029 -0.943  0.07
H 1.839 -0.310 1.862  0.14
H 2.945 1.350 0.486  0.07
H -2.894 1.764 0.428  0.17
H -3.870 -0.350 -0.710  0.10
H 0.098 2.746 0.669  0.02
H 0.392 -2.271 -0.064  0.12
H 2.705 -1.262 0.743  0.11

---

A molecular structure, C8H9NO3S. Source: the OMol25 dataset; level of theory: ωB97M-V/def2-TZVPD.

* gap between HOMO and LUMO: 8.49 eV
* charge: 0
* relative energy (zero: lowest compared OMol25 entry of this formula, charge and spin): 335.5 kJ/mol

Last column: Löwdin charge in e.
Element x y z (Å)
S -2.227 0.842 -0.046  0.91
O -2.860 1.418 1.133  -0.32
O -2.699 -1.252 -0.055  -0.12
O -3.944 -2.841 0.832  0.04
N -2.604 1.408 -1.389  -0.13
C 0.345 0.674 -1.220  -0.05
C -0.422 0.557 -0.036  -0.29
C -3.655 -1.678 0.687  -0.52
C 2.293 -0.017 -0.039  -0.29
C 1.685 0.373 -1.269  0.01
C 0.152 0.247 1.161  -0.02
C 3.713 -0.391 0.020  -0.06
C 1.554 -0.034 1.091  -0.02
H 4.062 -0.812 0.952  0.08
H -4.344 -0.812 0.933  0.13
H 4.433 0.424 -0.214  0.10
H 2.157 -0.309 1.989  0.13
H -0.529 0.286 1.959  0.10
H -3.277 2.064 -1.522  0.00
H -0.232 0.555 -2.119  0.11
H 2.415 0.347 -2.036  0.11
H 3.985 -1.048 -0.811  0.09

---

A molecular structure, C8H9NS. Source: the OMol25 dataset; level of theory: ωB97M-V/def2-TZVPD.

* gap between HOMO and LUMO: 7.93 eV
* charge: 0
* relative energy (zero: lowest compared OMol25 entry of this formula, charge and spin): 311.6 kJ/mol

Last column: Löwdin charge in e.
Element x y z (Å)
S 2.553 -0.823 -0.139  0.61
N -3.224 -0.155 -0.531  0.08
C 3.660 0.605 -0.725  -0.47
C -1.644 1.352 0.696  0.00
C -0.372 -2.112 0.381  0.10
C -1.051 -0.975 0.109  -0.23
C -2.353 -1.087 -0.495  -0.12
C 0.790 0.689 0.577  0.00
C -2.840 1.013 0.139  -0.14
C -0.486 0.368 0.468  -0.26
H -0.909 -2.970 0.215  0.05
H 0.585 -2.111 0.820  0.01
H 4.120 0.387 -1.707  0.02
H 4.613 0.882 -0.096  0.07
H -2.455 -1.968 -1.055  0.11
H -3.661 1.633 0.345  0.08
H 1.275 1.598 0.781  0.04
H 2.849 1.321 -0.817  -0.02
H -1.452 2.354 1.035  0.10

---

C8H9OPS in the gas phase. Source: the OMol25 dataset; level of theory: ωB97M-V/def2-TZVPD.

* gap between HOMO and LUMO (spin up / spin down): 6.66 / 6.66 eV
* charge: 0
* relative energy (zero: lowest compared OMol25 entry of this formula, charge and spin): 195.1 kJ/mol

Last column: Löwdin charge in e.
Element x y z (Å)
S 0.131 -2.828 -0.481  0.23
P 0.132 -1.172 -1.612  0.29
O -0.906 -1.131 -2.938  -0.42
C 0.192 0.620 0.545  -0.36
C 0.024 2.196 2.407  -0.05
C -0.572 1.511 1.331  -0.02
C 2.063 0.861 2.082  -0.05
C -2.094 -1.860 -3.068  -0.19
C 1.429 0.209 1.014  -0.05
C -0.519 -0.020 -0.529  -0.08
C 1.323 1.812 2.861  -0.03
H -2.841 -1.242 -3.522  0.07
H -0.504 3.036 2.852  0.10
H 1.190 -0.999 -2.468  0.01
H 3.075 0.687 2.340  0.09
H 1.900 -0.454 0.279  0.09
H -1.562 1.643 1.150  0.08
H -2.497 -2.314 -2.128  0.08
H -1.902 -2.712 -3.817  0.11
H 1.937 2.160 3.701  0.11

---

15 unconnected molecules or ions with the total composition C93H174F6N8O29. Source: the OMol25 dataset; level of theory: ωB97M-V/def2-TZVPD.

* gap between HOMO and LUMO: 7.20 eV
* charge: 0

Last column: Löwdin charge in e.
Element x y z (Å)
F -21.841 -1.355 16.178  0.11
F -17.920 4.000 23.177  0.03
F -27.468 -6.642 16.940  0.11
F -17.323 7.451 14.254  0.12
F -23.334 4.023 13.957  0.11
F -28.557 5.029 18.179  0.07
O -27.560 2.791 16.306  0.01
O -20.129 0.587 19.514  0.12
O -22.542 6.548 12.472  0.11
O -17.759 -2.166 15.950  0.14
O -19.853 -1.837 15.307  0.19
O -24.001 1.778 26.613  -0.03
O -19.952 4.124 14.153  0.15
O -23.654 6.153 14.197  0.17
O -19.678 0.532 17.272  0.06
O -32.008 4.500 15.593  0.10
O -26.520 -0.953 7.337  0.00
O -18.758 1.610 21.747  0.03
O -22.493 8.065 14.116  0.13
O -31.433 3.875 17.627  0.09
O -17.067 2.956 21.243  0.16
O -26.216 8.826 12.685  -0.02
O -20.028 0.670 12.417  0.00
O -19.855 6.033 15.354  0.06
O -18.722 5.995 13.543  0.17
O -16.764 0.571 21.358  0.09
O -30.813 -2.924 15.794  -0.01
O -19.513 -3.279 16.809  0.10
O -24.137 -4.798 15.029  0.14
O -26.635 -4.236 21.314  -0.01
O -20.937 2.246 18.055  0.02
O -23.549 8.345 17.848  -0.01
O -25.727 -5.193 16.781  0.09
O -26.362 -4.656 14.662  0.09
O -29.976 5.241 16.629  0.12
N -26.265 2.206 16.434  -0.09
N -23.575 7.387 18.824  -0.10
N -23.616 1.058 25.494  -0.12
N -31.561 -2.322 14.761  -0.12
N -20.763 0.867 11.314  -0.17
N -27.517 8.872 13.007  -0.13
N -27.233 0.178 7.393  -0.16
N -27.707 -3.227 21.384  -0.07
C -21.584 6.169 18.129  -0.04
C -18.868 0.958 9.716  0.00
C -27.023 -2.601 23.718  -0.02
C -19.578 5.267 14.324  -0.51
C -24.305 -1.026 26.574  -0.03
C -19.945 3.143 10.902  -0.02
C -22.290 5.858 20.440  -0.13
C -26.124 -1.290 21.744  -0.03
C -21.749 -0.362 23.749  -0.20
C -30.617 4.403 18.702  -0.01
C -29.556 -1.787 20.265  -0.11
C -28.552 2.491 8.394  -0.20
C -29.331 8.107 14.479  -0.21
C -20.684 2.557 16.712  -0.13
C -21.790 0.688 8.660  -0.21
C -26.245 0.888 14.352  -0.02
C -29.298 -4.193 19.814  -0.04
C -18.972 -2.327 16.062  -0.61
C -31.276 -2.907 13.361  -0.42
C -28.054 9.816 10.924  -0.05
C -23.150 -0.305 25.910  -0.45
C -22.855 1.929 24.557  -0.46
C -22.226 6.980 19.285  -0.42
C -26.071 0.884 15.877  -0.50
C -32.045 -2.257 12.137  -0.11
C -19.347 2.938 21.487  -0.03
C -28.447 -2.969 20.109  -0.44
C -29.315 1.276 8.086  -0.18
C -18.572 7.245 14.020  -0.44
C -32.963 -0.444 13.737  -0.11
C -22.353 0.976 23.320  -0.09
C -32.664 -0.767 16.253  -0.04
C -25.730 1.396 9.023  -0.01
C -25.560 2.720 17.591  -0.47
C -24.158 0.650 17.607  -0.15
C -22.763 -0.359 12.301  0.01
C -25.289 -4.921 15.393  -0.44
C -22.676 -1.096 24.606  -0.15
C -20.217 1.089 18.379  -0.46
C -20.882 -3.386 16.712  -0.06
C -19.517 1.570 16.311  -0.08
C -26.216 2.532 19.024  0.00
C -28.103 11.431 12.777  -0.05
C -24.470 6.882 21.065  -0.11
C -27.037 -0.035 16.476  -0.05
C -27.117 -5.364 16.778  -0.38
C -27.476 -2.536 19.003  -0.03
C -31.958 -0.923 14.861  -0.47
C -22.546 0.225 9.828  -0.17
C -25.946 7.946 19.382  -0.04
C -23.888 5.066 13.370  -0.33
C -30.724 0.015 14.868  -0.03
C -21.093 1.986 9.050  -0.13
C -23.077 6.482 21.587  -0.19
C -28.333 -0.530 9.610  -0.02
C -29.420 -0.990 7.253  -0.04
C -25.416 4.242 17.443  -0.04
C -29.115 -0.702 21.168  -0.23
C -28.549 -1.182 22.461  -0.16
C -19.254 7.356 15.340  0.00
C -21.717 -0.218 11.056  -0.46
C -31.768 -4.423 13.270  -0.03
C -28.324 10.013 12.452  -0.49
C -24.606 0.340 16.203  -0.13
C -18.095 3.675 21.797  -0.32
C -24.268 9.292 20.374  -0.06
C -25.444 1.573 6.437  -0.03
C -21.223 8.115 19.833  -0.01
C -27.492 9.425 15.505  -0.03
C -21.088 -2.336 15.721  -0.36
C -21.021 -1.498 10.729  -0.05
C -23.249 5.460 12.047  -0.05
C -29.783 -2.828 13.035  -0.03
C -20.125 1.731 10.267  -0.42
C -27.365 -2.102 22.233  -0.47
C -27.342 2.585 7.486  -0.15
C -27.494 -4.591 15.555  -0.06
C -24.124 2.204 17.693  -0.13
C -21.891 -0.126 26.878  -0.02
C -30.261 9.195 14.118  -0.16
C -23.602 3.024 23.856  -0.07
C -27.072 7.009 14.909  0.00
C -21.653 2.563 25.265  -0.03
C -32.324 -0.705 12.348  -0.17
C -29.855 9.792 12.684  -0.10
C -31.214 4.586 16.565  -0.50
C -17.431 1.658 21.489  -0.44
C -26.441 1.389 7.635  -0.49
C -28.506 -0.044 8.155  -0.43
C -29.785 5.460 17.979  -0.36
C -22.926 7.026 13.616  -0.60
C -27.865 8.332 14.451  -0.40
C -24.502 7.954 19.880  -0.49
H -25.064 7.178 21.930  0.12
H -24.523 -0.723 15.979  0.11
H -24.473 -0.347 27.410  0.08
H -19.493 1.093 15.332  0.12
H -23.280 5.759 22.376  0.09
H -29.267 3.269 8.124  0.12
H -30.305 9.168 11.912  0.11
H -28.310 -0.153 20.679  0.10
H -25.450 1.481 13.901  0.07
H -26.597 8.039 20.251  0.08
H -19.407 3.055 11.846  0.06
H -29.805 -0.466 15.203  0.06
H -24.879 4.473 16.523  0.07
H -23.523 2.553 16.854  0.09
H -25.076 9.741 20.952  0.10
H -30.930 -5.102 13.423  0.07
H -22.549 7.363 21.953  0.10
H -21.693 -2.342 10.881  0.08
H -25.319 -1.890 21.320  0.09
H -25.896 1.647 19.574  0.05
H -21.244 8.879 19.056  0.07
H -20.187 7.777 19.807  0.07
H -25.053 2.590 6.429  0.08
H -19.779 2.799 20.495  0.12
H -27.760 -3.537 15.637  0.13
H -31.595 -2.396 11.154  0.11
H -20.239 3.551 16.739  0.11
H -24.030 -1.964 27.056  0.09
H -26.778 3.422 7.898  0.12
H -32.917 0.185 16.719  0.08
H -27.619 2.705 6.439  0.13
H -25.235 0.426 9.077  0.07
H -24.732 0.751 6.357  0.07
H -28.315 2.662 9.444  0.11
H -23.223 7.817 17.115  0.08
H -23.748 3.873 24.524  0.08
H -26.733 -1.070 16.324  0.08
H -26.349 4.718 17.141  0.05
H -27.446 -1.085 9.914  0.08
H -24.106 5.797 11.463  0.14
H -20.027 8.124 15.315  0.13
H -26.578 -1.939 24.460  0.06
H -29.930 -0.017 21.403  0.12
H -20.743 -1.671 9.689  0.08
H -33.529 -1.415 16.112  0.08
H -23.305 0.570 12.476  0.07
H -26.020 7.208 14.704  0.05
H -21.544 2.472 16.047  0.12
H -29.330 -1.626 23.080  0.13
H -26.099 8.020 12.177  0.10
H -21.541 -2.773 14.831  0.17
H -31.225 8.694 14.203  0.11
H -28.907 -1.941 7.106  0.07
H -26.342 -0.646 20.893  0.04
H -27.123 10.271 10.586  0.07
H -31.406 -0.141 12.180  0.08
H -29.728 -4.098 18.817  0.08
H -26.526 -1.091 6.386  0.12
H -26.709 -3.310 18.996  0.08
H -22.528 0.825 7.870  0.10
H -20.762 0.731 13.033  0.08
H -22.125 -0.602 13.150  0.06
H -30.130 1.082 8.784  0.12
H -20.517 2.300 8.179  0.12
H -23.171 0.939 22.602  0.11
H -22.113 5.300 17.735  0.08
H -26.034 3.394 19.666  0.07
H -20.268 3.139 22.034  0.13
H -21.288 5.770 20.859  0.11
H -24.906 5.929 20.763  0.10
H -21.017 -4.428 16.422  0.15
H -30.991 0.852 15.514  0.08
H -24.948 1.646 26.535  0.11
H -20.543 5.890 18.291  0.08
H -30.512 -2.180 20.613  0.11
H -22.150 0.591 27.657  0.07
H -32.554 -4.519 14.019  0.08
H -27.957 -2.478 18.026  0.07
H -28.671 12.083 12.113  0.09
H -26.004 1.543 5.502  0.08
H -18.074 0.804 10.446  0.08
H -26.208 -0.079 13.851  0.09
H -30.388 -1.228 7.693  0.08
H -21.780 -0.981 22.852  0.12
H -26.221 6.957 19.013  0.07
H -23.363 0.911 10.052  0.09
H -20.815 1.874 25.153  0.07
H -28.697 -5.093 19.953  0.08
H -29.197 -3.379 13.770  0.05
H -29.398 7.442 13.618  0.12
H -23.041 -0.692 9.511  0.12
H -28.131 8.771 10.622  0.08
H -26.216 -3.327 23.618  0.07
H -22.419 -2.095 24.959  0.13
H -31.460 -3.526 16.169  0.10
H -21.575 -0.960 27.504  0.07
H -30.178 10.044 14.797  0.10
H -26.214 8.801 18.762  0.08
H -29.782 1.367 7.105  0.12
H -21.785 2.843 26.311  0.09
H -24.628 2.948 23.494  0.09
H -23.573 2.570 18.559  0.12
H -23.994 10.002 19.593  0.10
H -27.421 6.116 14.391  0.08
H -30.109 3.546 19.143  0.14
H -27.242 -0.099 17.545  0.07
H -27.618 8.982 16.493  0.07
H -24.911 0.253 18.287  0.10
H -29.555 -0.742 6.200  0.08
H -24.927 4.757 18.270  0.07
H -27.373 3.233 15.475  0.09
H -32.968 -0.208 11.623  0.10
H -26.875 -1.660 19.245  0.06
H -18.637 2.199 16.178  0.13
H -21.349 3.503 24.803  0.08
H -29.856 6.503 18.286  0.18
H -18.582 7.460 16.192  0.15
H -27.066 11.751 12.683  0.09
H -26.448 9.735 15.471  0.09
H -21.478 -3.156 17.595  0.15
H -21.466 6.789 17.240  0.06
H -20.936 0.205 26.470  0.06
H -26.475 1.459 9.816  0.06
H -23.855 0.693 15.496  0.10
H -28.044 10.365 15.482  0.06
H -27.251 2.258 18.825  0.07
H -28.482 0.242 10.366  0.07
H -30.517 0.486 13.907  0.06
H -29.624 -1.752 12.955  0.08
H -22.933 3.391 23.077  0.07
H -21.086 0.056 8.118  0.11
H -27.991 0.217 16.011  0.07
H -29.799 7.497 15.252  0.11
H -20.194 -1.778 11.381  0.09
H -22.797 4.966 20.072  0.11
H -23.574 -1.031 12.019  0.08
H -33.048 -2.668 12.015  0.10
H -29.634 -3.251 12.041  0.09
H -33.343 0.577 13.777  0.12
H -24.951 4.852 13.252  0.17
H -22.731 4.797 11.354  0.14
H -26.935 6.939 15.988  0.07
H -27.903 -3.123 24.095  0.08
H -23.194 0.177 17.797  0.10
H -25.209 -1.114 25.971  0.07
H -28.639 10.439 10.247  0.08
H -21.402 8.609 20.788  0.06
H -28.391 -5.104 15.208  0.14
H -28.314 -0.178 22.814  0.13
H -21.854 2.736 9.265  0.11
H -20.904 3.592 11.160  0.05
H -28.443 11.523 13.808  0.07
H -20.750 -0.212 24.158  0.12
H -18.314 4.620 21.299  0.16
H -25.152 2.287 9.268  0.08
H -23.613 -1.149 24.052  0.10
H -32.150 -1.195 17.113  0.06
H -19.285 -0.013 9.446  0.06
H -27.197 1.349 14.088  0.07
H -18.828 8.036 13.315  0.18
H -19.389 3.787 10.221  0.09
H -29.207 -1.135 9.850  0.06
H -30.166 -4.357 20.452  0.08
H -26.776 -4.830 22.054  0.09
H -29.583 -1.414 19.241  0.11
H -33.946 -0.908 13.818  0.11
H -18.483 1.513 8.861  0.08
H -30.448 10.703 12.605  0.11
H -27.468 -4.760 17.614  0.13
H -23.420 9.444 21.042  0.07
H -25.644 -0.661 22.494  0.07
H -32.257 -4.717 12.341  0.07
H -31.200 4.818 19.525  0.13
H -21.472 1.394 22.833  0.09

---

| no. | maximum force (Eh/bohr) |
| --- | --- |
| 1 | 0.136 |
| 2 | 0.105 |
| 3 | 0.071 |
| 4 | 0.075 |
| 5 | 0.134 |